Here is 2 unconnected molecules or ions with the total composition C6H5BO2S from the Open Molecules 2025 dataset. Energies are from the ωB97M-V functional and the def2-TZVPD basis.

Output
Energy, eV: -21906.57699
Frontier orbital gap (alpha / beta), eV: 5.42 / 5.41
Energy above the lowest of the compared OMol25 structures with the same formula, charge and spin, eV: 0.423
LUMO energy (alpha / beta), Eh: -0.1043 / -0.1045
Molecular weight, g mol⁻¹: 152.0
Strongest force on any atom, hartree/bohr: 0.0727
HOMO level (alpha / beta), eV: -8.257 / -8.255

Atoms and positions in Å:
B -2.43 2.94 -0.43
C -0.11 -1.99 0.02
C 1.00 -1.70 -0.75
C -0.40 -1.14 1.06
C 1.73 -0.60 -0.51
C 0.40 -0.07 1.11
C 1.50 0.50 0.46
O -2.84 3.77 -1.17
O -1.99 1.95 0.33
S 2.41 1.84 0.78
H -0.84 -2.89 -0.03
H 1.23 -2.24 -1.77
H -1.11 -1.33 1.91
H 2.66 -0.43 -1.17
H -1.22 1.39 0.18

Calculated atomic charges, method natural (NBO), unit e: 1.242, -0.252, -0.212, -0.366, -0.211, 0.421, -0.329, -0.845, -0.937, -0.128, 0.252, 0.257, 0.298, 0.273, 0.537


Here is a molecular structure, C24H18F3IN7O3ReS3SbSe4 from the Open Molecules 2025 dataset. Energies are from the ωB97M-V functional and the def2-TZVPD basis.

Output
Energy, eV: -360551.19882
Multiplicity: 2
Frontier orbital gap (alpha / beta), eV: 5.89 / 5.68
Energy above the lowest of the compared OMol25 structures with the same formula, charge and spin, eV: 0.000
Charge: +2
LUMO energy (alpha / beta), Eh: -0.2426 / -0.2423
Molecular weight, g mol⁻¹: 1356.4
Strongest force on any atom, hartree/bohr: 0.0220
<S²>: 0.76
HOMO level (alpha / beta), eV: -12.488 / -12.269

Atoms and positions in Å:
Re -0.34 1.44 0.73
N -3.24 2.08 -0.59
C -2.54 1.25 -1.37
N -1.29 0.84 -1.13
C -0.87 0.00 -2.17
C -1.78 -0.25 -3.13
S -3.24 0.59 -2.81
C 0.53 -0.42 -2.29
C 1.39 -0.06 -3.25
S 2.99 -0.67 -2.98
C 2.48 -1.44 -1.55
N 1.16 -1.23 -1.32
N 3.26 -2.15 -0.75
H -2.70 2.69 0.02
H -4.08 2.48 -0.96
H -1.66 -0.88 -3.99
H 1.19 0.61 -4.07
H 4.22 -2.32 -1.02
H 2.87 -2.80 -0.09
I -4.42 -2.94 0.91
C -3.71 -1.21 1.80
C -4.26 -0.70 2.97
C -3.71 0.46 3.50
C -2.64 1.06 2.86
N -2.10 0.58 1.73
C -2.65 -0.54 1.22
H -5.10 -1.19 3.45
H -4.10 0.90 4.41
H -2.19 1.95 3.27
H -2.24 -0.90 0.29
Se 1.11 5.10 0.81
Sb -0.84 5.88 -0.48
Se -1.44 4.59 -2.37
Se -2.15 7.49 0.55
Se -0.52 3.46 1.71
O 0.50 -0.54 1.30
C 0.28 -1.67 0.89
N 0.44 -2.00 -0.44
S 0.02 -3.66 -0.85
O 1.24 -4.26 -1.28
O -1.12 -3.62 -1.70
C -0.37 -3.97 0.83
C -0.81 -5.17 1.34
C -1.08 -5.21 2.71
C -0.92 -4.09 3.51
C -0.48 -2.89 2.98
C -0.19 -2.84 1.63
H -0.95 -6.04 0.71
H -1.43 -6.14 3.14
H -1.14 -4.16 4.57
H -0.35 -2.01 3.60
F 6.16 3.26 -1.22
C 5.24 2.82 -2.08
F 5.14 3.69 -3.08
F 5.68 1.65 -2.59
C 3.91 2.59 -1.40
C 3.87 2.06 -0.12
C 2.64 1.78 0.43
N 1.48 1.96 -0.23
C 1.53 2.51 -1.45
C 2.72 2.85 -2.07
H 4.77 1.90 0.45
H 2.55 1.40 1.44
H 0.58 2.74 -1.91
H 2.71 3.32 -3.04

Calculated atomic charges, method natural (NBO), unit e: 0.649, -0.773, 0.304, -0.575, 0.054, -0.371, 0.507, 0.141, -0.360, 0.568, 0.316, -0.220, -0.725, 0.437, 0.426, 0.277, 0.291, 0.444, 0.435, 0.229, -0.186, -0.180, -0.205, 0.045, -0.464, -0.028, 0.253, 0.253, 0.224, 0.202, -0.293, 1.023, -0.598, -0.331, -0.041, -0.605, 0.693, -0.520, 2.302, -0.884, -0.841, -0.320, -0.163, -0.131, -0.168, -0.143, -0.108, 0.262, 0.254, 0.252, 0.252, -0.297, 0.966, -0.299, -0.326, -0.078, -0.179, 0.025, -0.474, 0.059, -0.236, 0.251, 0.223, 0.247, 0.261


Here is C3H4N2O in the gas phase from the Open Molecules 2025 dataset. Energies are from the ωB97M-V functional and the def2-TZVPD basis.

Output
Energy, eV: -8202.74305
Frontier orbital gap, eV: 10.20
Energy above the lowest of the compared OMol25 structures with the same formula, charge and spin, eV: 1.142
LUMO energy, Eh: 0.0324
Molecular weight, g mol⁻¹: 84.1
Strongest force on any atom, hartree/bohr: 0.0128
HOMO level, eV: -9.316

Atoms and positions in Å:
C 1.86 -1.34 0.82
C 1.08 -0.57 0.13
N 0.41 0.22 -0.54
C -1.02 0.27 -0.37
N -1.45 1.55 -0.52
O -1.72 -0.69 -0.16
H 2.31 -0.98 1.74
H 2.06 -2.36 0.49
H -2.45 1.71 -0.52
H -0.83 2.26 -0.85

Calculated atomic charges, method natural (NBO), unit e: -0.628, 0.488, -0.536, 0.768, -0.817, -0.594, 0.251, 0.254, 0.407, 0.407


Here is 3 unconnected molecules or ions with the total composition C37H76BrN6O9P3 from the Open Molecules 2025 dataset. Energies are from the ωB97M-V functional and the def2-TZVPD basis.

Output
Energy, eV: -164878.90546
Frontier orbital gap, eV: 7.22
LUMO energy, Eh: -0.0436
Molecular weight, g mol⁻¹: 921.9
Strongest force on any atom, hartree/bohr: 0.0940
HOMO level, eV: -8.404

Atoms and positions in Å:
C 1.06 -0.11 -0.89
O 0.57 1.02 -1.59
C 0.40 0.78 -2.97
C 0.26 2.10 -3.73
C -0.43 3.23 -2.93
C -1.51 3.99 -3.74
C -2.93 3.63 -3.27
C -3.45 4.54 -2.15
C -4.85 4.10 -1.72
C -5.42 4.89 -0.55
C -6.63 4.20 0.09
C -7.82 3.98 -0.86
C -8.66 2.72 -0.58
C -7.86 1.42 -0.37
C -8.24 0.34 -1.35
C -7.82 0.27 -2.61
C -6.93 1.27 -3.29
C -7.78 2.24 -4.08
O -8.96 2.32 -4.06
Br -6.77 3.41 -5.27
C -8.22 -0.89 -3.46
O -7.52 -1.24 -4.38
C -9.50 -1.60 -3.13
C -10.13 -2.35 -4.27
C -10.39 -1.47 -5.51
C -9.85 -2.03 -6.82
O -8.50 -1.76 -7.09
C -8.21 -0.40 -7.36
C -9.94 -1.54 -1.86
P -11.49 -2.44 -1.35
O -12.56 -1.74 -2.40
O -11.93 -1.73 0.04
C -9.15 -0.75 -0.86
O -9.23 -0.99 0.32
H 0.53 -0.15 0.07
H 0.88 -1.06 -1.41
H 2.12 0.00 -0.68
H -0.43 0.10 -3.17
H 1.30 0.26 -3.35
H 1.26 2.43 -3.99
H -0.27 1.90 -4.67
H 0.35 3.94 -2.65
H -0.89 2.81 -2.04
H -1.43 3.65 -4.77
H -1.34 5.06 -3.73
H -2.97 2.60 -2.91
H -3.64 3.69 -4.10
H -3.54 5.54 -2.59
H -2.75 4.54 -1.30
H -4.76 3.05 -1.39
H -5.48 4.14 -2.60
H -5.69 5.91 -0.84
H -4.64 4.96 0.21
H -6.99 4.86 0.89
H -6.31 3.29 0.59
H -7.54 3.99 -1.91
H -8.49 4.83 -0.72
H -9.35 2.90 0.26
H -9.30 2.57 -1.45
H -6.78 1.57 -0.40
H -8.09 1.01 0.61
H -6.24 0.79 -3.97
H -6.34 1.81 -2.55
H -11.05 -2.84 -3.95
H -9.42 -3.13 -4.55
H -10.08 -0.44 -5.34
H -11.48 -1.42 -5.64
H -10.47 -1.71 -7.67
H -9.93 -3.12 -6.79
H -7.86 -0.31 -8.39
H -9.07 0.26 -7.20
H -7.41 -0.06 -6.70
H -12.14 -1.20 -3.08
H -12.13 -0.80 -0.07
C 7.21 0.95 3.18
N 6.12 0.28 2.51
C 5.64 -0.87 3.29
P 5.95 0.13 0.83
O 4.53 -0.29 0.69
N 5.88 1.67 0.07
C 6.31 2.87 0.75
C 4.73 1.81 -0.81
N 7.56 -0.21 0.42
C 7.88 -0.10 -1.02
C 7.97 -1.56 0.87
H 8.16 0.39 3.17
H 6.93 1.10 4.23
H 7.40 1.94 2.78
H 6.32 -1.72 3.25
H 4.66 -1.19 2.94
H 5.52 -0.59 4.34
H 5.66 3.14 1.59
H 6.30 3.71 0.04
H 7.33 2.78 1.10
H 3.80 1.97 -0.26
H 4.61 0.94 -1.46
H 4.89 2.68 -1.46
H 7.26 -0.75 -1.64
H 8.92 -0.39 -1.16
H 7.77 0.92 -1.36
H 7.34 -2.35 0.45
H 7.94 -1.63 1.96
H 9.00 -1.74 0.56
C 10.52 -5.19 5.35
N 9.31 -4.56 4.86
C 9.40 -4.24 3.44
P 8.30 -3.53 5.77
O 7.08 -3.43 4.94
N 7.77 -4.29 7.19
C 8.48 -5.41 7.79
C 6.32 -4.45 7.33
N 9.52 -2.61 6.54
C 9.07 -1.80 7.69
C 10.19 -1.68 5.59
H 11.37 -4.50 5.44
H 10.81 -5.98 4.65
H 10.38 -5.67 6.31
H 10.04 -3.38 3.23
H 8.41 -4.04 3.03
H 9.81 -5.10 2.90
H 8.44 -6.31 7.18
H 8.02 -5.64 8.76
H 9.51 -5.15 8.00
H 5.93 -5.29 6.74
H 5.80 -3.55 7.01
H 6.09 -4.62 8.38
H 8.27 -1.11 7.43
H 9.92 -1.23 8.06
H 8.73 -2.44 8.50
H 9.49 -0.99 5.12
H 10.71 -2.24 4.82
H 10.94 -1.10 6.13

Results of the Mulliken charge analysis, in e, for atoms 1 through 99: -0.810, -0.291, -0.618, -0.635, -0.659, -0.902, -0.394, -0.932, 0.437, -1.078, -0.750, -0.528, -0.975, -0.343, 0.211, 0.631, 0.226, 0.446, -0.451, -0.173, -0.489, -0.570, 0.098, -1.591, -0.244, -0.763, -0.362, -0.672, 0.640, 0.014, -0.518, -0.420, -0.450, -0.597, 0.272, 0.378, 0.223, 0.309, 0.398, 0.292, 0.355, 0.319, 0.411, 0.408, 0.448, 0.328, 0.258, 0.306, 0.414, 0.119, -0.087, 0.353, 0.372, 0.410, 0.422, 0.084, 0.475, 0.500, 0.466, 0.500, 0.553, 0.711, -0.766, 0.752, 0.488, 0.252, 0.425, 0.341, 0.413, 0.331, 0.358, 0.132, 0.463, 0.336, -0.510, 0.133, -1.138, 0.497, -0.811, 0.300, -1.074, -1.082, 0.136, -1.007, -0.776, 0.125, 0.379, 0.068, 0.381, 0.271, 0.346, 0.332, 0.356, 0.336, 0.312, 0.300, 0.373, 0.360, 0.396


Here is C25H27N3O2S in the gas phase from the Open Molecules 2025 dataset. Energies are from the ωB97M-V functional and the def2-TZVPD basis.

Output
Energy, eV: -45764.06561
Frontier orbital gap, eV: 8.44
Energy above the lowest of the compared OMol25 structures with the same formula, charge and spin, eV: 1.068
LUMO energy, Eh: 0.0255
Molecular weight, g mol⁻¹: 433.6
Strongest force on any atom, hartree/bohr: 0.0198
HOMO level, eV: -7.750

Atoms and positions in Å:
C -6.96 -1.41 0.21
C -6.26 -1.33 -1.15
O -5.78 -0.04 -1.44
C -4.65 0.42 -0.82
C -3.81 -0.32 0.00
C -2.68 0.26 0.55
C -2.36 1.58 0.28
N -1.23 2.21 0.83
C -0.17 1.63 1.46
S 0.44 2.40 2.80
N 0.37 0.50 0.96
C 0.31 0.19 -0.46
C 1.10 1.19 -1.31
C 2.54 1.23 -0.92
C 3.20 2.22 -0.24
C 2.73 3.54 0.25
N 4.50 1.82 -0.01
C 4.70 0.58 -0.53
C 5.83 -0.23 -0.54
C 5.73 -1.46 -1.15
C 4.53 -1.88 -1.74
C 3.41 -1.08 -1.74
C 3.48 0.17 -1.12
C 1.36 -0.22 1.73
C 1.14 -1.69 1.64
C 1.93 -2.69 1.15
C 1.20 -3.89 1.31
C 0.01 -3.53 1.87
O -0.03 -2.20 2.07
C -3.21 2.33 -0.53
C -4.34 1.76 -1.07
H -7.35 -2.41 0.36
H -6.26 -1.18 1.02
H -7.77 -0.70 0.25
H -5.45 -2.07 -1.22
H -6.98 -1.54 -1.94
H -4.02 -1.35 0.23
H -2.05 -0.33 1.20
H -1.39 3.17 1.13
H 0.74 -0.81 -0.58
H -0.73 0.16 -0.80
H 1.01 0.89 -2.36
H 0.66 2.19 -1.20
H 2.28 3.44 1.24
H 1.97 3.94 -0.42
H 3.55 4.24 0.31
H 5.19 2.37 0.47
H 6.75 0.10 -0.09
H 6.58 -2.12 -1.17
H 4.49 -2.85 -2.21
H 2.50 -1.42 -2.21
H 2.37 0.01 1.38
H 1.27 0.11 2.77
H 2.91 -2.58 0.73
H 1.51 -4.88 1.04
H -0.85 -4.10 2.16
H -2.98 3.37 -0.73
H -5.00 2.33 -1.70

Calculated atomic charges, method natural (NBO), unit e: -0.638, -0.062, -0.495, 0.295, -0.293, -0.248, 0.189, -0.644, 0.317, -0.269, -0.436, -0.225, -0.426, -0.126, 0.207, -0.666, -0.544, 0.202, -0.259, -0.221, -0.244, -0.202, -0.110, -0.274, 0.265, -0.302, -0.315, 0.085, -0.408, -0.228, -0.243, 0.215, 0.213, 0.216, 0.168, 0.194, 0.219, 0.234, 0.419, 0.225, 0.222, 0.219, 0.218, 0.256, 0.226, 0.214, 0.410, 0.212, 0.212, 0.211, 0.210, 0.230, 0.263, 0.241, 0.228, 0.201, 0.213, 0.226


Here is C5H6N2 in the gas phase from the Open Molecules 2025 dataset. Energies are from the ωB97M-V functional and the def2-TZVPD basis.

Output
Energy, eV: -8257.14706
Frontier orbital gap, eV: 10.21
Energy above the lowest of the compared OMol25 structures with the same formula, charge and spin, eV: 5.211
LUMO energy, Eh: 0.0250
Molecular weight, g mol⁻¹: 94.1
Strongest force on any atom, hartree/bohr: 0.1114
HOMO level, eV: -9.533

Atoms and positions in Å:
C -1.26 -1.09 -0.04
N -2.13 -0.21 0.07
N -1.49 1.20 0.21
C -0.36 1.40 -0.36
C 0.76 0.41 -0.65
C 0.95 -0.17 0.89
C 0.21 -0.94 -0.34
H -1.98 -2.01 -0.41
H 0.05 2.39 -0.10
H 1.69 0.63 -1.23
H 2.07 -0.34 1.10
H 0.46 0.44 1.72
H 1.04 -1.71 -0.86

Calculated atomic charges, method natural (NBO), unit e: 0.069, -0.241, -0.302, 0.076, -0.302, -0.409, -0.299, 0.220, 0.191, 0.256, 0.224, 0.250, 0.267


- Which of these has the highest strongest force on any atom?
  C5H6N2